No. 1
Density functional theory data (ωB97M-V with the def2-TZVPD basis set) for a molecular structure, C4H9NS at a distorted geometry.

Properties
Orbital gap   8.521 eV
Highest occupied orbital energy   -0.3253 hartree
ΔE to the lowest compared entry with this formula, charge and spin   126.8 kcal per mole
LUMO energy   -0.3 eV

```
! RIJCOSX wB97M-V def2-TZVPD def2/J DEFGRID3
* xyz 0 1
C 0.79 1.08 -0.12
C -0.06 -0.02 0.49
C 0.47 -1.35 -0.11
C -1.38 -0.50 -0.16
H 1.24 3.76 0.58
H 1.70 0.81 0.66
H 1.10 0.97 -1.26
H 0.05 0.12 1.51
H 0.58 -1.98 0.93
H 1.47 -1.35 -0.73
H -0.96 -2.39 -1.12
H -1.90 0.37 -0.73
H -2.18 -0.69 0.67
N -0.69 -1.36 -0.94
S -0.22 2.55 0.32
*
```

Atomic partial charges in e from the natural (NBO) method, atoms 1 to 2:
1. C -0.5406
2. C -0.2556


No. 2
Density functional theory data (ωB97M-V with the def2-TZVPD basis set) for C4H9NS2 in the gas phase at a distorted geometry.

Properties
Orbital gap   9.720 eV
Highest occupied orbital energy   -0.3291 hartree
ΔE to the lowest compared entry with this formula, charge and spin   32.6 kcal per mole
SMILES   SC[C@H]1NC[C@H]1S
LUMO energy   0.8 eV

```
! RIJCOSX wB97M-V def2-TZVPD def2/J DEFGRID3
* xyz 0 1
C 1.14 -0.67 0.67
C -0.06 -0.95 -0.23
C -2.15 -0.78 -0.28
C -1.00 0.17 -0.66
H 2.80 -0.80 -1.01
H 0.81 -0.05 1.52
H 1.52 -1.64 0.99
H 0.28 -1.49 -1.18
H -1.22 -1.64 1.37
H -3.00 -0.37 0.33
H -2.65 -1.22 -1.18
H -0.92 0.42 -1.73
H -1.51 1.35 1.30
N -1.21 -1.78 0.36
S 2.50 0.20 -0.16
S -0.95 1.75 0.17
*
```

Atomic partial charges in e from the natural (NBO) method, atoms 1 to 2:
1. C -0.5400
2. C -0.0621


No. 3
Density functional theory data (ωB97M-V with the def2-TZVPD basis set) for a molecular structure, C4H9O at a distorted geometry.

Properties
Orbital gap   6.147 eV
Highest occupied orbital energy   -0.0698 hartree
ΔE to the lowest compared entry with this formula, charge and spin   55.1 kcal per mole
LUMO energy   4.2 eV

```
! RIJCOSX wB97M-V def2-TZVPD def2/J DEFGRID3
* xyz -1 1
C 1.12 0.08 -0.03
O 1.79 -0.02 1.14
C 0.09 -1.04 -0.57
C -0.38 0.35 0.02
C -0.98 1.23 -1.05
H 1.74 0.52 -0.83
H -5.78 -2.76 3.16
H -0.39 -1.84 -0.03
H 0.05 -1.24 -1.63
H -5.34 -3.36 2.94
H -0.64 0.37 1.07
H -0.19 2.05 -1.06
H -1.96 1.74 -0.90
H -0.88 0.92 -2.08
*
```

Atomic partial charges in e from the natural (NBO) method, atoms 1 to 2:
1. C 0.1818
2. O -0.9293


No. 4
Density functional theory data (ωB97M-V with the def2-TZVPD basis set) for 2 unconnected molecules or ions with the total composition C4H9O at a distorted geometry.

Properties
Orbital gap   5.801 eV
Highest occupied orbital energy   -0.0703 hartree
ΔE to the lowest compared entry with this formula, charge and spin   26.5 kcal per mole
LUMO energy   3.9 eV

```
! RIJCOSX wB97M-V def2-TZVPD def2/J DEFGRID3
* xyz -1 1
C 2.20 1.71 1.12
O 1.70 1.73 -0.12
H 2.73 0.73 1.44
H 3.05 2.43 1.26
H 1.43 1.80 1.91
C -0.46 -0.37 -1.24
C -1.57 -1.25 -0.87
C -2.16 -1.40 0.32
H 0.42 -1.03 -1.28
H -0.48 0.21 -2.16
H -0.13 0.33 -0.45
H -1.91 -1.98 -1.60
H -2.87 -2.18 0.53
H -1.95 -0.72 1.14
*
```

Atomic partial charges in e from the natural (NBO) method, atoms 1 to 2:
1. C -0.1830
2. O -0.9830


No. 5
Density functional theory data (ωB97M-V with the def2-TZVPD basis set) for 2 unconnected molecules or ions with the total composition C4H9O at a distorted geometry.

Properties
Orbital gap (alpha / beta)   2.728 / 6.263 eV
⟨S²⟩   0.75
Highest occupied orbital energy (alpha / beta)   0.1684 / 0.0411 hartree
ΔE to the lowest compared entry with this formula, charge and spin   58.8 kcal per mole
LUMO energy (alpha / beta)   7.3 / 7.4 eV

```
! RIJCOSX wB97M-V def2-TZVPD def2/J DEFGRID3
* xyz -2 2
C 1.66 0.19 0.69
O 2.40 1.32 0.99
C 1.82 -0.42 -0.83
C 0.49 0.19 -0.27
C -0.46 -0.94 -0.10
H 1.69 -0.66 1.42
H -4.62 2.16 0.24
H 2.38 0.15 -1.51
H 1.74 -1.45 -0.85
H -4.96 2.17 0.84
H 0.10 1.34 -0.56
H 0.04 -1.78 0.51
H -1.48 -0.89 0.47
H -0.83 -1.37 -1.04
*
```

Atomic partial charges in e from the natural (NBO) method, atoms 1 to 2:
1. C 0.1563
2. O -0.9798


No. 6
Density functional theory data (ωB97M-V with the def2-TZVPD basis set) for 2 unconnected molecules or ions with the total composition C4H9O.

Properties
Orbital gap (alpha / beta)   10.220 / 8.640 eV
⟨S²⟩   0.76
Highest occupied orbital energy (alpha / beta)   -0.3335 / -0.3482 hartree
ΔE to the lowest compared entry with this formula, charge and spin   23.5 kcal per mole
LUMO energy (alpha / beta)   1.1 / -0.8 eV

```
! RIJCOSX wB97M-V def2-TZVPD def2/J DEFGRID3
* xyz 0 2
C -0.84 1.77 -0.99
O 0.07 2.35 -1.69
C -0.56 1.60 0.55
C -0.50 0.42 -0.31
C -1.62 -0.61 -0.28
H -1.88 1.91 -1.25
H 5.60 -4.55 1.87
H 0.36 2.05 0.88
H -1.45 1.74 1.15
H 6.04 -4.13 1.45
H 0.49 0.06 -0.56
H -2.11 -0.68 -1.25
H -1.22 -1.59 -0.04
H -2.37 -0.35 0.47
*
```

Atomic partial charges in e from the natural (NBO) method, atoms 1 to 2:
1. C 0.1144
2. O -0.4124


No. 7
Density functional theory data (ωB97M-V with the def2-TZVPD basis set) for 2 unconnected molecules or ions with the total composition C4H9O2 at a distorted geometry.

Properties
Orbital gap   7.211 eV
Highest occupied orbital energy   -0.1359 hartree
ΔE to the lowest compared entry with this formula, charge and spin   8.6 kcal per mole
LUMO energy   3.5 eV

```
! RIJCOSX wB97M-V def2-TZVPD def2/J DEFGRID3
* xyz -1 1
C -0.59 -2.06 -1.45
C -1.60 -3.18 -1.23
H -0.92 -1.26 -2.12
H -0.31 -1.59 -0.51
H 0.38 -2.40 -1.84
H -2.62 -2.81 -1.22
H -1.53 -3.92 -2.03
H -1.43 -3.66 -0.28
C 1.16 0.35 1.13
C 0.61 1.77 0.76
O 1.39 2.58 0.22
O -0.61 1.92 1.02
H 2.23 0.40 1.31
H 0.89 -0.33 0.34
H 0.78 0.14 2.13
*
```

Atomic partial charges in e from the natural (NBO) method, atoms 1 to 2:
1. C -0.6138
2. C -0.6069


No. 8
Density functional theory data (ωB97M-V with the def2-TZVPD basis set) for 2 unconnected molecules or ions with the total composition C4H9O2.

Properties
Orbital gap   7.874 eV
Highest occupied orbital energy   -0.1438 hartree
ΔE to the lowest compared entry with this formula, charge and spin   6.0 kcal per mole
LUMO energy   4.0 eV

```
! RIJCOSX wB97M-V def2-TZVPD def2/J DEFGRID3
* xyz -1 1
C -1.28 1.66 1.13
C -1.53 2.85 0.23
H -1.18 2.06 2.15
H -2.04 0.88 1.23
H -0.38 1.09 0.91
H -0.58 3.31 -0.06
H -2.08 2.67 -0.69
H -2.10 3.65 0.73
C 2.14 -1.09 -0.39
C 0.60 -1.39 -0.39
O 0.02 -1.18 0.70
O 0.14 -1.84 -1.46
H 2.60 -1.60 -1.24
H 2.54 -1.52 0.52
H 2.39 -0.02 -0.42
*
```

Atomic partial charges in e from the natural (NBO) method, atoms 1 to 2:
1. C -0.6278
2. C -0.6040


No. 9
Density functional theory data (ωB97M-V with the def2-TZVPD basis set) for 2 unconnected molecules or ions with the total composition C4H9O2 at a distorted geometry.

Properties
Orbital gap   7.346 eV
Highest occupied orbital energy   -0.1198 hartree
ΔE to the lowest compared entry with this formula, charge and spin   124.6 kcal per mole
LUMO energy   4.1 eV

```
! RIJCOSX wB97M-V def2-TZVPD def2/J DEFGRID3
* xyz -1 1
C -0.30 0.31 -0.18
C -0.18 -1.03 0.11
C 0.86 -0.06 1.06
O 0.60 0.46 2.24
C -1.35 1.22 0.40
O 0.98 -0.93 -2.45
H 0.16 0.66 -1.08
H -1.39 1.17 1.49
H -0.90 -1.63 0.66
H 0.35 -1.55 -0.69
H 1.65 0.44 0.47
H 1.52 -0.94 1.10
H -2.31 0.97 -0.06
H -1.14 2.24 0.13
H 1.45 -1.31 -3.20
*
```

Atomic partial charges in e from the natural (NBO) method, atoms 1 to 2:
1. C -0.0763
2. C -0.3427


No. 10
Density functional theory data (ωB97M-V with the def2-TZVPD basis set) for 2 unconnected molecules or ions with the total composition C4H9O2 at a distorted geometry.

Properties
Orbital gap   7.322 eV
Highest occupied orbital energy   -0.1341 hartree
ΔE to the lowest compared entry with this formula, charge and spin   9.8 kcal per mole
LUMO energy   3.7 eV

```
! RIJCOSX wB97M-V def2-TZVPD def2/J DEFGRID3
* xyz -1 1
C 1.81 0.81 -0.65
C 2.34 -0.47 0.01
H 2.29 1.67 -0.16
H 1.88 0.94 -1.72
H 0.76 0.99 -0.40
H 1.54 -1.05 0.46
H 2.96 -0.18 0.86
H 2.83 -1.10 -0.72
C -2.03 0.37 0.36
C -2.76 -1.00 0.34
O -3.29 -1.29 -0.77
O -2.78 -1.67 1.39
H -2.56 1.04 1.03
H -2.02 0.76 -0.65
H -0.99 0.20 0.64
*
```

Atomic partial charges in e from the natural (NBO) method, atoms 1 to 2:
1. C -0.6217
2. C -0.6182


No. 11
Density functional theory data (ωB97M-V with the def2-TZVPD basis set) for 2 unconnected molecules or ions with the total composition C4H9O2 at a distorted geometry.

Properties
Orbital gap   7.422 eV
Highest occupied orbital energy   -0.1350 hartree
ΔE to the lowest compared entry with this formula, charge and spin   14.0 kcal per mole
LUMO energy   3.7 eV

```
! RIJCOSX wB97M-V def2-TZVPD def2/J DEFGRID3
* xyz -1 1
C 1.72 0.27 -1.47
C 0.29 0.56 -1.96
H 1.83 0.81 -0.52
H 1.96 -0.74 -1.15
H 2.53 0.60 -2.14
H -0.02 -0.30 -2.58
H 0.01 1.37 -2.62
H -0.29 0.57 -1.04
C -0.85 0.12 2.07
C -1.60 -1.16 1.66
O -2.83 -0.99 1.41
O -0.96 -2.24 1.64
H -1.49 0.82 2.59
H -0.21 0.59 1.33
H -0.10 -0.28 2.78
*
```

Atomic partial charges in e from the natural (NBO) method, atoms 1 to 2:
1. C -0.6134
2. C -0.6251


No. 12
Density functional theory data (ωB97M-V with the def2-TZVPD basis set) for C4H9O2 in the gas phase at a distorted geometry.

Properties
Orbital gap (alpha / beta)   10.843 / 8.267 eV
⟨S²⟩   0.75
Highest occupied orbital energy (alpha / beta)   -0.3657 / -0.3666 hartree
ΔE to the lowest compared entry with this formula, charge and spin   27.2 kcal per mole
LUMO energy (alpha / beta)   0.9 / -1.7 eV

```
! RIJCOSX wB97M-V def2-TZVPD def2/J DEFGRID3
* xyz 0 2
C 0.79 -0.13 -0.53
C 0.77 -0.11 1.03
C -0.64 -0.30 1.71
O -1.36 -1.29 1.22
C -0.55 0.23 -1.23
O -0.35 0.24 -2.63
H 0.88 -1.17 -0.80
H 1.56 0.55 -0.87
H 1.35 -1.03 1.20
H 1.16 0.82 1.47
H -1.16 0.70 1.49
H -0.55 -0.22 2.80
H -1.37 -0.38 -0.91
H -0.81 1.25 -0.95
H 0.28 0.86 -3.01
*
```

Atomic partial charges in e from the natural (NBO) method, atoms 1 to 2:
1. C -0.4256
2. C -0.4196


No. 13
Density functional theory data (ωB97M-V with the def2-TZVPD basis set) for 2 unconnected molecules or ions with the total composition C4H9O2 at a distorted geometry.

Properties
Orbital gap (alpha / beta)   11.549 / 7.139 eV
⟨S²⟩   0.75
Highest occupied orbital energy (alpha / beta)   -0.3954 / -0.3866 hartree
ΔE to the lowest compared entry with this formula, charge and spin   27.1 kcal per mole
LUMO energy (alpha / beta)   0.8 / -3.4 eV

```
! RIJCOSX wB97M-V def2-TZVPD def2/J DEFGRID3
* xyz 0 2
C -1.22 -0.47 -2.18
C -1.19 -1.88 -1.55
O -0.52 -2.82 -2.03
O -1.77 -1.88 -0.46
H -1.47 -0.48 -3.17
H -0.19 -0.18 -2.23
H -1.80 0.14 -1.59
C 1.07 0.92 0.88
C 0.94 1.01 2.43
H 2.12 0.96 0.49
H 0.61 -0.16 0.55
H 0.29 1.60 0.37
H 1.52 1.90 2.64
H 1.61 0.17 2.83
H 0.00 1.18 3.02
*
```

Atomic partial charges in e from the natural (NBO) method, atoms 1 to 2:
1. C -0.6867
2. C 0.7129


No. 14
Density functional theory data (ωB97M-V with the def2-TZVPD basis set) for 2 unconnected molecules or ions with the total composition C4H9O2P at a distorted geometry.

Properties
Orbital gap   10.154 eV
Highest occupied orbital energy   -0.3790 hartree
ΔE to the lowest compared entry with this formula, charge and spin   88.0 kcal per mole
LUMO energy   -0.2 eV

```
! RIJCOSX wB97M-V def2-TZVPD def2/J DEFGRID3
* xyz 0 1
C -0.12 1.39 -0.15
C 0.48 -0.89 -0.72
C -0.75 0.03 -0.42
C -1.44 -0.44 0.79
O 3.20 -0.40 0.03
O 1.21 1.26 0.24
P 1.79 -0.24 0.29
H -0.15 1.87 -1.23
H -0.56 2.16 0.51
H 0.42 -2.00 -0.57
H 1.02 -0.69 -2.42
H -1.53 0.23 -1.14
H -2.28 0.09 1.01
H -0.81 -0.38 1.61
H -1.73 -1.50 0.54
H 1.24 -0.51 1.63
*
```

Atomic partial charges in e from the natural (NBO) method, atoms 1 to 2:
1. C -0.0631
2. C -0.6927


No. 15
Density functional theory data (ωB97M-V with the def2-TZVPD basis set) for 2 unconnected molecules or ions with the total composition C4H9O2PS at a distorted geometry.

Properties
Orbital gap   10.126 eV
Highest occupied orbital energy   -0.3692 hartree
ΔE to the lowest compared entry with this formula, charge and spin   49.4 kcal per mole
LUMO energy   0.1 eV

```
! RIJCOSX wB97M-V def2-TZVPD def2/J DEFGRID3
* xyz 0 1
C -1.89 1.08 1.61
C -1.34 -1.83 0.22
C 0.04 1.87 -0.75
C 1.94 -0.31 -0.07
O -0.02 -0.65 -1.89
O -0.63 -0.64 0.60
P 0.29 0.03 -0.64
S -1.06 1.33 2.85
H -2.38 -1.67 0.40
H -0.90 -2.42 0.93
H -1.05 -1.95 -0.84
H -0.07 2.31 0.10
H 0.98 2.22 -1.31
H -0.85 1.87 -1.46
H 2.22 0.33 0.86
H 1.98 -1.35 0.19
H 2.74 -0.22 -0.80
*
```

Atomic partial charges in e from the natural (NBO) method, atoms 1 to 2:
1. C -0.1760
2. C -0.2643


No. 16
Density functional theory data (ωB97M-V with the def2-TZVPD basis set) for 2 unconnected molecules or ions with the total composition C4H9O2S at a distorted geometry.

Properties
Orbital gap   7.723 eV
Highest occupied orbital energy   -0.1605 hartree
ΔE to the lowest compared entry with this formula, charge and spin   12.1 kcal per mole
LUMO energy   3.4 eV

```
! RIJCOSX wB97M-V def2-TZVPD def2/J DEFGRID3
* xyz -1 1
C 0.09 1.67 -0.52
C 1.64 -0.31 -1.82
S 0.95 1.37 -2.08
H 0.72 2.09 0.27
H -0.69 2.38 -0.76
H -0.22 0.71 -0.07
H 1.38 -0.60 -0.80
H 2.72 -0.28 -1.88
H 1.16 -0.96 -2.54
C -2.29 -1.11 1.24
C -0.85 -1.11 1.81
O 0.03 -0.84 0.93
O -0.69 -1.29 3.02
H -2.53 -2.15 0.99
H -2.31 -0.44 0.38
H -3.02 -0.76 1.97
*
```

Atomic partial charges in e from the natural (NBO) method, atoms 1 to 2:
1. C -0.7737
2. C -0.7504